(1)
Molecular formula: C17H23Br2N2O2RuSi2
Method: DFT, the ωB97M-V functional and the def2-TZVPD basis

spin multiplicity	2
frontier orbital gap (spin up / spin down)	7.17 / 7.19	eV
energy	-6743.3566	Ha
max |F|	0.95	eV/Å
HOMO level (spin up / spin down)	-8.3 / -8.3	eV
ΔE to the lowest compared entry with this formula, charge and spin	0.00	kJ/mol

Cartesian coordinates (Å):
C -1.47700 2.83850 -1.29713
H -0.63470 0.12220 -4.40886
Br 1.98081 -1.75583 -1.32106
O -1.57782 -0.01153 0.87266
H -1.35324 3.86236 1.79750
O -0.14683 -1.99867 0.80344
C -3.19010 -1.10451 2.21448
C -4.66332 -2.02185 3.84179
C -2.81816 4.43516 -2.53358
H -2.87179 1.41724 -4.05768
H 1.70600 3.57091 0.90994
H -2.93791 -1.09285 -2.87328
H 0.89767 0.40188 -3.57241
H -6.58926 -1.08794 3.97710
H -3.77513 3.68586 -4.30782
H -0.57908 2.47197 2.58160
H 1.83228 3.20404 -0.81255
C -5.62773 -1.08964 3.48114
Br 2.06633 0.71913 1.47501
C -1.19084 2.78152 1.73082
C -1.79202 1.85476 -2.23231
C -2.39255 -1.11763 -1.92453
H -2.15701 2.28479 1.80164
C -0.02867 -0.17477 -3.54640
Si -0.32752 2.39686 0.12122
C -2.62253 2.17266 -3.31708
C -3.13553 3.44946 -3.46609
N -1.20497 -2.16951 1.47664
H -3.89776 0.56097 1.07030
Si -1.03268 0.16402 -2.00435
C 3.65717 -1.25142 -0.70422
H -2.00030 -2.12898 -1.78593
H -1.75135 4.91237 -0.74923
H -3.09407 -0.90585 -1.11614
H 4.10903 -1.86596 0.05371
H 4.14492 -0.43644 -1.20959
H -2.66425 -2.74495 3.49073
C -4.12941 -0.15892 1.84204
C 1.14914 3.52732 -0.02544
C -3.42961 -2.03503 3.21271
H -4.86523 -2.73872 4.62675
H -3.21285 5.43742 -2.64951
C -5.35695 -0.15968 2.48852
H -6.10263 0.57335 2.21043
N -1.92280 -1.11911 1.53499
H 0.22581 -1.23093 -3.66312
C -1.99379 4.13133 -1.46413
H 0.79662 4.53400 -0.27742
Ru 0.14075 -0.00264 0.08550

Forces on the atoms, in the same order (eV/Å):
-0.1345 0.2837 0.0214
0.0297 -0.0109 0.0215
0.1974 0.4889 0.1828
-0.8371 0.2769 0.3535
0.0068 -0.0401 0.0323
-0.1649 -0.5408 0.2241
0.1918 -0.0382 -0.1220
0.0014 -0.0015 0.0111
0.0035 -0.0402 -0.0267
0.0127 0.0095 0.0277
0.0041 0.0195 -0.0361
-0.0214 -0.0300 0.0361
-0.0375 0.0106 -0.0026
0.0139 0.0130 0.0054
0.0004 -0.0072 0.0101
-0.0137 0.0374 -0.0142
-0.0104 0.0014 -0.0012
0.0054 -0.0131 -0.0100
-0.0063 0.0511 -0.3592
-0.0265 0.0625 0.1773
-0.2304 0.0601 -0.1839
-0.0436 -0.2311 0.0895
-0.0378 0.0183 0.0190
0.1223 -0.1426 -0.1261
0.3714 -0.4321 -0.4281
0.0169 -0.0216 0.0536
0.0238 0.0237 0.0308
0.0773 0.1812 -0.2043
-0.0188 -0.0071 -0.0105
0.4329 0.6391 -0.0519
0.0635 -0.2064 -0.1779
-0.0256 0.0232 -0.0202
0.0042 -0.0246 -0.0053
-0.0321 0.0032 -0.0487
-0.0415 0.0443 0.0234
-0.0575 0.0180 0.0611
-0.0118 -0.0014 -0.0147
-0.0161 0.0213 0.0263
0.0829 0.2859 -0.0761
-0.0311 -0.0071 0.0434
-0.0069 0.0065 -0.0188
0.0032 -0.0099 -0.0037
0.0043 0.0113 -0.0093
0.0091 -0.0130 0.0005
-0.0816 -0.1768 0.1948
-0.0055 0.0503 -0.0115
-0.0406 -0.0676 0.0166
0.0560 -0.0232 0.0200
0.1980 -0.5542 0.2806

(2)
Molecular formula: C17H23BrN2O3S
Method: DFT, the ωB97M-V functional and the def2-TZVPD basis

structure (SMILES)	O=C(NC1CCCC1)c1ccc(Br)c(S(=O)(=O)N2CCCCC2)c1
frontier orbital gap	9.64	eV
energy	-3969.0474	Ha
max |F|	1.06	eV/Å
HOMO level	-9.4	eV
ΔE to the lowest compared entry with this formula, charge and spin	0.00	kJ/mol

Cartesian coordinates (Å):
C 5.35622 1.59319 -1.55699
O 1.70828 1.44915 1.96581
H -1.20625 -3.24934 -0.78775
O -3.20587 -2.02891 0.04107
C 3.88658 1.32931 -1.87518
H 5.02251 1.85288 1.18229
H 3.77594 0.31088 -2.25151
C 5.81505 0.65769 -0.44091
C -6.07444 -0.64750 -0.46010
C 4.91875 0.83373 0.78098
H -5.72205 -1.66982 -0.32883
H -6.95723 -0.65287 -1.09711
C -0.93564 -1.37717 0.18973
C -6.32850 -0.01942 0.90605
C -4.91458 0.23001 1.42088
N 3.54360 0.57740 0.40078
H 3.52572 2.02250 -2.63618
Br 3.59071 -2.47513 0.30357
H -6.90050 -0.66667 1.56811
H 5.17058 0.12074 1.56643
C -0.48059 -2.57906 -0.35187
H -5.35064 1.06596 -1.57085
C -0.01604 -0.52192 0.78699
S 2.46440 0.27393 1.63117
C -2.41472 -1.11201 0.13705
H 6.84758 0.86962 -0.16265
C 0.85912 -2.91433 -0.32498
N -2.75649 0.19257 0.17807
C 1.76468 -2.03952 0.26175
H 5.47783 2.63079 -1.23717
C 1.32508 -0.85224 0.81527
H 5.96454 1.44044 -2.44952
H -6.86363 0.92585 0.79450
H 5.75208 -0.37725 -0.77944
H 1.20738 -3.84454 -0.74636
H -4.87401 0.96311 2.22527
H -0.29417 0.40222 1.27149
H -4.04377 1.77815 0.16430
H -4.49159 -0.70764 1.77962
H -2.02201 0.87617 0.24811
H -4.32295 -0.36168 -1.72783
C -4.12381 0.68839 0.17937
O 3.13770 -0.42335 2.68108
H 2.00085 1.22577 -0.79778
H 3.08262 2.52159 -0.24907
C 3.04659 1.48315 -0.60938
C -4.94489 0.20520 -1.03829

Forces on the atoms, in the same order (eV/Å):
-0.0334 -0.2793 -0.1018
-0.0719 0.0555 -0.2007
-0.0545 -0.0468 -0.0247
-0.3281 -0.1877 -0.0791
0.0184 0.1583 0.2033
0.0373 -0.0592 0.0050
-0.0628 -0.0353 -0.0639
-0.1564 0.2807 0.0810
-0.1014 0.0821 -0.0846
0.4937 -0.2826 0.3280
-0.0320 -0.0332 -0.0218
-0.0462 -0.0606 -0.0350
0.2914 -0.2138 0.0911
0.0704 -0.1139 0.0305
-0.0901 0.1349 0.0460
-0.6996 -0.0449 0.8001
-0.0410 -0.0276 -0.0220
0.1442 -0.7033 -0.1854
-0.0876 0.0371 0.0531
0.1236 0.1126 -0.0144
-0.1364 0.1590 0.0710
-0.0037 0.0261 -0.0356
-0.2124 0.0041 -0.0746
-0.1746 0.0240 -0.3135
0.4370 0.3213 0.0239
0.0341 -0.0471 0.0314
0.1319 0.1559 0.0864
0.1990 0.3614 0.0972
0.1102 -0.1577 -0.1040
0.0512 0.0741 -0.0184
0.4749 0.3870 0.2101
0.0349 0.0895 -0.0080
-0.0830 0.0393 0.0163
0.0407 -0.0637 -0.0019
0.0340 -0.0471 -0.0308
0.0601 -0.0028 0.0605
-0.1288 0.0829 0.0115
0.0323 -0.1157 0.0054
0.0175 0.0072 0.0370
-0.0139 -0.1265 -0.0630
0.0220 0.0682 -0.0716
-0.1278 -0.1642 0.0374
0.2448 -0.0567 -0.0307
0.0416 0.1422 -0.1198
-0.0449 -0.0453 -0.0399
-0.3691 0.2181 -0.5276
-0.0454 -0.1067 -0.0533

(3)
Molecular formula: C17H23Cl15O9
Method: DFT, the ωB97M-V functional and the def2-TZVPD basis

structure (SMILES)	C[C@H]1COC(=O)O1.C[C@H]1COC(=O)O1.C[C@H]1COC(=O)O1.ClC(Cl)Cl.ClC(Cl)Cl.ClC(Cl)Cl.ClC(Cl)Cl.ClC(Cl)Cl
frontier orbital gap	10.36	eV
energy	-8241.5996	Ha
max |F|	5.75	eV/Å
HOMO level	-10.5	eV

Cartesian coordinates (Å):
H -11.89608 -5.73703 -10.77123
H -8.32812 -6.35706 -9.98356
H -7.31580 -8.24373 -8.61322
C -16.26808 -8.19016 -14.01502
Cl -10.08096 -4.40402 -5.84114
H -16.60464 -6.70042 -12.49725
H -9.37656 -9.01200 -8.17214
H -16.46382 -10.17971 -14.99287
Cl -10.15218 -1.27320 -13.49976
C -16.97846 -9.23877 -14.79828
Cl -14.22729 -11.27691 -12.72000
C -11.81231 -6.01173 -11.82271
H -8.51314 -2.59808 -12.39941
O -12.98706 -8.00268 -12.04571
Cl -12.32735 -6.03014 -7.12997
Cl -8.87713 -8.31876 -15.22282
H -8.51307 -7.43569 -11.40416
O -11.21462 -9.39342 -12.08172
Cl -6.64351 -9.45315 -13.74777
H -11.88582 -4.05526 -12.83563
O -16.34191 -6.80698 -17.17344
O -8.97162 -10.49652 -9.67592
C -11.69530 -8.29056 -12.02204
C -15.28399 -4.52298 -9.11978
H -11.82129 -3.79295 -7.46653
O -7.45054 -11.71409 -10.65177
C -16.39073 -7.48562 -16.12464
Cl -14.42367 -12.48585 -10.05863
H -11.08973 -5.23645 -13.77163
C -7.82890 -10.62907 -10.23416
C -11.20636 -4.66807 -7.25648
C -9.17445 -9.16301 -9.23253
C -14.06900 -11.00088 -10.95804
Cl -15.24070 -9.69064 -10.45273
O -11.00012 -7.14422 -11.86619
C -13.16925 -6.63337 -12.26573
Cl -10.15087 -4.85478 -8.65064
C -9.13503 -1.73502 -12.16169
H -18.08942 -7.23610 -13.45217
H -17.46841 -8.18985 -12.19533
Cl -8.71010 -11.20410 -14.82365
Cl -16.64083 -3.65259 -9.74990
C -7.83905 -8.49012 -9.53712
O -7.19399 -9.46783 -10.29476
Cl -13.68259 -4.06955 -9.71856
H -13.89927 -6.18351 -11.59282
H -8.91545 -9.49289 -13.19312
H -10.21226 -4.69693 -12.36951
C -7.94012 -7.23582 -10.49868
O -16.98718 -8.63570 -16.11320
C -11.21531 -4.90924 -12.73952
H -15.32480 -4.27869 -8.05829
Cl -10.12112 -2.16632 -10.74073
C -17.14406 -7.51226 -12.98513
H -9.94511 -8.69003 -9.84120
C -8.35325 -9.61344 -14.11914
H -13.06413 -10.66024 -10.70841
Cl -8.05282 -0.46557 -11.71490
H -15.38097 -8.60556 -13.53691
H -13.32420 -6.34018 -13.30406
H -6.93276 -6.92009 -10.77005
Cl -15.60496 -6.23393 -9.31660
H -17.94312 -9.48661 -14.35544
O -15.96462 -7.11107 -14.92650

Forces on the atoms, in the same order (eV/Å):
0.2422 0.4401 -0.1110
-0.4027 -0.1888 0.0867
0.3956 -0.0999 -0.1820
0.1532 0.9306 2.0883
-1.3232 -0.2594 -0.6207
-0.2805 0.2047 -0.2452
-0.3745 -0.8485 -0.0257
0.2754 0.0328 0.6590
-0.1233 -0.1032 -0.3151
0.4619 -0.5944 -1.3950
0.2060 0.1468 0.7431
-0.9013 0.4816 -0.8499
-0.4005 0.0670 -0.1960
-1.1754 -0.7740 -0.4670
0.4041 0.1126 0.4034
-0.0060 -0.0872 0.1264
-0.0340 -0.1753 0.2112
-0.3553 0.9414 0.1866
0.0345 -0.0084 -0.0074
0.2640 0.2539 0.5717
0.3797 -1.7057 3.4238
-3.3136 0.4021 2.2416
1.0540 -0.1914 0.1925
-0.2431 -0.0611 1.1963
0.2841 -0.0112 0.5367
-0.0178 2.2451 0.3946
-0.1189 3.6537 -4.4384
0.1581 0.3876 -0.2302
-0.0760 -0.5702 0.0483
2.1782 -3.4408 -1.7900
0.6172 0.2461 0.1724
0.0234 1.3371 -0.3080
-0.7996 0.2265 -0.0770
0.6152 -0.6738 -0.2168
1.8564 -1.6096 -0.2584
0.8079 2.5496 0.5447
-0.0451 -0.2055 -0.3307
-0.0449 -0.5269 0.5008
0.1710 0.6378 -0.1181
0.3164 -0.3086 0.1152
0.0400 0.3591 0.2252
-0.2579 0.7871 -0.8160
-0.9128 2.0608 -1.4881
2.0681 -0.3845 -0.4279
-0.3708 0.2616 -0.2275
-0.5121 -0.6060 -0.3695
0.0075 -0.1859 -0.2320
-0.2037 0.5167 0.0715
0.5842 -0.3268 1.2791
-1.6995 -2.0083 0.2308
-0.4659 -0.9539 0.3536
0.4703 -0.3413 -0.1306
-0.0468 -0.0848 -0.1181
-0.4095 -0.7735 0.6407
-0.2530 -0.2668 0.1310
-0.1796 -0.0733 -0.0267
-0.2084 -0.0692 -0.2902
0.6216 0.7491 0.0993
0.3506 0.3546 -0.2252
-0.4542 -0.6224 -0.1472
0.1272 -0.3246 -0.1658
0.3516 -0.4841 -0.0030
-0.3643 0.3495 -0.6070
0.8544 -0.7862 -0.0174

(4)
Molecular formula: C17H23Cl2N2OP2SV
Method: DFT, the ωB97M-V functional and the def2-TZVPD basis

spin multiplicity	2
total charge	-1
frontier orbital gap (spin up / spin down)	4.89 / 4.97	eV
energy	-3791.6656	Ha
max |F|	0.58	eV/Å
HOMO level (spin up / spin down)	-2.2 / -2.2	eV
ΔE to the lowest compared entry with this formula, charge and spin	0.00	kJ/mol

Cartesian coordinates (Å):
H 1.29685 -0.15035 3.14784
C -0.73866 -3.55406 -1.64864
H -0.48082 -2.10544 2.67720
H 5.58789 -0.43157 1.02784
C -1.23987 -1.59664 2.07354
H -2.11223 -1.42644 2.71297
Cl -3.42617 -1.34659 -2.42668
H -1.35994 -2.94933 -2.30443
C -4.21514 2.53955 -2.85206
C 0.89596 -3.75467 0.59776
H 0.31640 -4.66256 0.78107
C 3.73168 0.30511 0.27827
H -1.56932 2.13886 1.30067
H -2.98466 4.21409 -2.27047
C -1.90280 1.13758 1.57570
H 1.76864 -4.00230 -0.00815
H -2.63538 0.82773 0.82805
H -1.92163 -3.45725 1.13438
N 3.11183 1.44884 -0.16020
H 1.26144 -3.35929 1.54592
P -0.12863 -2.50243 -0.27897
H -1.30676 -4.41817 -1.29234
H 0.12755 -3.90441 -2.21363
C 5.08479 0.46149 0.68452
C -2.03563 2.37143 -1.83963
C -3.07394 3.13599 -2.31951
H 6.75207 1.74887 0.96744
N -0.99812 0.22267 -1.39052
C 0.42324 0.49292 3.02877
P -0.47479 0.00107 1.50915
C -1.59626 -2.45011 0.85383
H 0.77763 1.51819 2.90682
H 3.10253 3.44549 -0.57220
H -2.39790 -1.97960 0.27911
C 5.03058 2.80425 0.19091
H -5.14200 0.63444 -3.25672
Cl -0.65221 3.21194 -1.17917
H -5.03255 3.13742 -3.23151
C 5.72097 1.66737 0.64726
H -2.36828 1.15455 2.56547
S 2.85540 -1.13050 0.27913
V 0.56631 -0.20314 -0.55535
H 5.48910 3.78046 0.14281
C 3.73339 2.65182 -0.20205
C -3.22553 0.39805 -2.38309
O 1.86240 1.42197 -0.55989
C -2.00140 0.92906 -1.84537
H -0.20325 0.43321 3.92239
C -4.27275 1.15046 -2.86824

Forces on the atoms, in the same order (eV/Å):
-0.0043 -0.0061 0.0043
0.0011 -0.0389 0.0026
-0.0144 -0.0097 0.0155
0.0065 0.0072 0.0041
-0.1247 -0.0393 0.0228
0.0303 0.0124 0.0187
0.0655 0.0547 0.0417
0.0113 0.0063 -0.0076
-0.0268 0.0410 -0.0126
0.0630 0.0352 0.0321
0.0007 -0.0039 -0.0017
0.3507 0.4583 0.0194
0.0086 -0.0123 0.0178
-0.0079 0.0056 -0.0062
-0.1420 -0.0159 0.0354
-0.0094 0.0052 -0.0088
0.0175 0.0013 0.0194
0.0225 -0.0055 0.0027
-0.1776 -0.0126 -0.0609
-0.0167 0.0066 -0.0092
-0.0207 0.1006 -0.0055
0.0051 0.0008 0.0143
-0.0120 0.0027 -0.0111
-0.3424 -0.2573 -0.0576
-0.0720 0.1924 -0.0262
0.0147 -0.0751 0.0075
-0.0055 -0.0150 0.0001
0.2981 0.3776 -0.0815
0.0851 0.0240 0.0352
0.0589 -0.0216 -0.0713
0.0457 0.0424 -0.0720
-0.0133 0.0017 0.0091
-0.0128 -0.0081 0.0017
-0.0213 0.0093 -0.0093
-0.0334 -0.1420 0.0198
-0.0088 0.0120 -0.0025
0.0017 -0.0286 -0.0372
0.0018 -0.0027 0.0013
0.1254 0.2237 -0.0060
0.0005 0.0013 -0.0085
-0.1779 -0.2543 -0.0104
0.0074 -0.2952 0.1480
0.0209 -0.0028 0.0057
0.0514 0.0496 0.0041
-0.1746 -0.0224 -0.0865
-0.0318 -0.0820 -0.0712
0.0786 -0.3167 0.1472
-0.0067 0.0002 -0.0037
0.0843 -0.0041 0.0368